Entry from the Open Molecules 2025 dataset: a molecular structure, C70H48I4N10O4Y at a distorted geometry (the ωB97M-V functional and the def2-TZVPD basis).

Cartesian coordinates (Å):
Y1 -0.57966 -0.72819 -0.22883
I1 1.64319 6.61062 -7.86472
C1 1.26297 5.14901 -6.43241
C2 0.03280 5.11163 -5.79396
C3 -0.21221 4.12838 -4.84976
C4 0.74277 3.15845 -4.52793
C5 1.99014 3.26239 -5.14672
C6 2.24936 4.23372 -6.10026
C7 0.45280 2.15077 -3.48870
C8 -0.52953 2.53748 -2.44582
C9 -2.03419 2.34866 -2.64379
C10 -2.19706 1.69736 -1.49211
C11 -0.67120 1.88431 -1.18110
C12 0.57705 2.44725 -0.49067
C13 1.96657 2.49027 -1.09369
C14 2.35690 3.67883 -1.69416
C15 3.63954 3.83568 -2.20450
C16 4.52504 2.77786 -2.11058
I2 6.42235 2.95162 -2.95980
C17 4.16867 1.59767 -1.46758
C18 2.89894 1.46965 -0.93348
C19 0.73560 2.06965 0.95266
N1 0.70984 0.73332 1.05414
C20 1.37198 0.38376 2.19612
C21 1.90196 -0.94332 2.33001
C22 2.40655 -1.36225 3.66206
C23 1.65231 -2.25739 4.41228
C24 2.08394 -2.66459 5.66682
C25 3.27773 -2.16762 6.16580
I3 3.93223 -2.76761 8.05166
C26 4.04463 -1.27761 5.42857
C27 3.60388 -0.87766 4.17611
C28 2.05413 -1.80631 1.27206
C29 2.93502 -2.94550 1.21961
C30 3.10169 -3.26599 -0.08992
C31 2.28193 -2.33934 -0.85264
N2 1.63043 -1.52478 -0.03437
C32 2.26324 -2.19885 -2.27958
C33 1.76841 -1.09462 -2.96228
C34 2.13514 -0.86125 -4.37934
C35 1.65961 0.33926 -4.70685
C36 0.95679 0.88118 -3.52537
N3 0.97914 -0.08363 -2.51329
C37 3.02638 -3.22245 -3.05588
C38 2.36826 -4.20810 -3.78405
C39 3.06624 -5.16168 -4.51342
C40 4.45107 -5.13382 -4.50729
I4 5.51618 -6.56321 -5.58727
C41 5.13721 -4.16637 -3.78708
C42 4.42014 -3.21991 -3.07096
C43 1.73857 1.56110 2.88027
C44 1.36701 2.63666 2.06321
N4 -0.39631 3.34793 -1.11257
H1 -0.73223 5.83740 -6.02933
H2 -1.17295 4.11764 -4.35624
H3 2.79618 2.60605 -4.84527
H4 3.22672 4.28530 -6.55961
H5 -2.71502 2.64322 -3.42614
H6 -3.02189 1.26154 -0.95437
H7 1.64054 4.48405 -1.79662
H8 3.92322 4.75512 -2.69532
H9 4.87672 0.78601 -1.38012
H10 2.61741 0.55892 -0.42326
H11 0.71784 -2.63128 4.00898
H12 1.49159 -3.35929 6.24496
H13 4.97787 -0.90058 5.82313
H14 4.19298 -0.18640 3.58851
H15 3.41731 -3.40090 2.06913
H16 3.73202 -4.03779 -0.49873
H17 2.70910 -1.53042 -4.99973
H18 1.73636 0.83053 -5.66135
H19 1.28539 -4.24274 -3.76845
H20 2.53429 -5.92095 -5.06988
H21 6.21761 -4.14556 -3.78833
H22 4.94957 -2.45750 -2.51366
H23 2.27014 1.61401 3.81567
H24 1.55879 3.68315 2.23124
O1 -5.44855 -3.23536 -3.34247
C45 -4.39038 -3.30742 -4.12715
O2 -4.41813 -3.83303 -5.21587
C46 -3.11376 -2.74115 -3.60657
C47 -1.92038 -2.83851 -4.29933
N5 -0.97606 -2.26870 -3.54350
N6 -1.47180 -1.78412 -2.39935
C48 -2.77164 -2.05530 -2.42595
C49 -3.60593 -1.54075 -1.28812
O3 -4.81307 -1.82202 -1.27750
O4 -2.98756 -0.81339 -0.46565
H25 -5.21948 -2.80577 -2.45335
H26 -1.71246 -3.27393 -5.25906
H27 0.01112 -2.13971 -3.74464
C50 -2.22986 -5.39749 -0.94960
N7 -0.91679 -5.62237 -0.38111
C51 -0.04991 -6.25800 -1.34534
C52 -0.32949 -4.37745 0.07883
C53 -1.02579 -3.76625 1.26866
C54 -1.48575 -4.62529 2.26339
C55 -2.15018 -4.12366 3.37137
C56 -2.36742 -2.75741 3.47295
C57 -1.88515 -1.91346 2.47891
C58 -1.19253 -2.37215 1.34850
H28 -2.72552 -6.34720 -1.15865
H29 -2.17346 -4.82581 -1.89387
H30 -2.84908 -4.83764 -0.24860
H31 -0.49914 -7.18727 -1.69798
H32 0.91632 -6.48789 -0.89517
H33 0.13225 -5.61666 -2.22744
H34 -0.30958 -3.63875 -0.75069
H35 0.71571 -4.57742 0.32558
H36 -1.34497 -5.69396 2.14611
H37 -2.52046 -4.79665 4.13516
H38 -2.91472 -2.35237 4.31603
H39 -2.10828 -0.85391 2.57555
N8 -4.35033 5.50232 4.61523
C59 -4.58169 6.20110 5.78125
C60 -5.36942 7.30899 6.07340
C61 -5.35532 7.74983 7.38213
C62 -4.58515 7.10689 8.36580
C63 -3.80970 6.00649 8.06408
C64 -3.80970 5.54821 6.74781
N9 -3.12902 4.48219 6.18198
C65 -3.47664 4.49226 4.92545
C66 -2.99329 3.53796 3.91441
C67 -2.19200 2.47246 4.30118
C68 -1.74618 1.59048 3.33154
N10 -2.04094 1.70296 2.03697
C69 -2.80293 2.72916 1.67486
C70 -3.29972 3.66543 2.56633
H40 -4.75498 5.68301 3.71374
H41 -5.96264 7.80581 5.31801
H42 -5.95016 8.61015 7.65648
H43 -4.60305 7.48563 9.37826
H44 -3.21528 5.50614 8.81521
H45 -1.92061 2.34476 5.33837
H46 -1.10252 0.76123 3.60179
H47 -3.01236 2.83425 0.61707
H48 -3.90016 4.47847 2.18066

Forces on atoms 1 to 6 (eV/Å):
-0.1 0.5 -1.1
0.0 0.1 -0.1
0.0 -0.1 0.1
0.0 -0.1 0.0
0.0 0.0 0.0
-0.1 0.0 0.1

Its charge is -1. The calculation puts the relative energy (zero: lowest compared OMol25 entry of this formula, charge and spin) at 6.6969 eV.